Record 1
{"formula": "C6H9N", "method": "ωB97M-V/def2-TZVPD", "species": ["C", "C", "C", "C", "C", "C", "N", "H", "H", "H", "H", "H", "H", "H", "H", "H"], "positions_angstrom": [[0.5021, 2.3935, 0.7358], [0.4368, 0.9193, 0.5038], [1.1981, -0.1108, 0.9957], [0.7229, -1.3196, 0.4088], [-0.3207, -1.0007, -0.4229], [-1.2184, -1.8597, -1.2549], [-0.4816, 0.3625, -0.3536], [-0.4850, 2.8149, 0.9612], [1.1545, 2.6039, 1.5871], [0.9029, 2.9309, -0.1328], [2.0172, -0.0045, 1.6956], [1.0983, -2.3189, 0.5840], [-1.3702, -1.4425, -2.2576], [-0.7780, -2.8523, -1.3773], [-2.2072, -1.9959, -0.7982], [-1.1718, 0.8799, -0.8746]], "smiles": "Cc1ccc(C)[nH]1", "homo_energy_ev": -7.69, "total_charge": 0, "gap_ev": 8.72, "relative_energy_ev": 0.000}

=====

Record 2
{"formula": "C6H9N", "method": "ωB97M-V/def2-TZVPD", "species": ["C", "C", "C", "C", "C", "C", "N", "H", "H", "H", "H", "H", "H", "H", "H", "H"], "positions_angstrom": [[-1.3708, 1.6289, -0.1838], [-0.1372, 0.8158, -0.0059], [0.0356, -0.6320, 0.0193], [-0.9990, -1.5029, -0.0517], [1.4814, -0.9474, 0.0088], [2.0615, 0.2629, -0.0902], [1.0749, 1.3107, -0.1299], [-2.2161, 1.1759, 0.3410], [-1.6368, 1.6982, -1.2463], [-1.2218, 2.6436, 0.1962], [-0.8426, -2.5150, -0.4051], [-2.0290, -1.2451, 0.1885], [0.4690, -3.0585, 1.0458], [1.0482, -2.6170, 0.7785], [3.1038, 0.5619, -0.0556], [1.2793, 2.3013, -0.1708]], "homo_energy_ev": [-7.07, -7.07], "total_charge": 0, "gap_ev": [6.41, 6.41], "relative_energy_ev": 5.283}

=====

Record 3
{"formula": "C6H9N", "method": "ωB97M-V/def2-TZVPD", "species": ["C", "C", "C", "C", "C", "N", "C", "H", "H", "H", "H", "H", "H", "H", "H", "H"], "positions_angstrom": [[1.5397, -0.7550, 1.1150], [0.2560, -0.4770, 0.4588], [0.1799, 1.0776, -1.4650], [-0.2457, 0.8649, -0.0117], [-1.6668, 0.3768, -0.0667], [-1.9019, -0.8381, -0.4118], [-0.7831, -1.3186, 0.3250], [1.6339, -0.1437, 2.0180], [2.3793, -0.4949, 0.4645], [1.6203, -1.8139, 1.3762], [1.2869, 1.1802, -1.5323], [-0.3097, 1.9268, -1.9616], [-0.1285, 1.7135, 0.6716], [-2.5554, 0.8951, 0.1768], [-0.3548, 0.0980, -1.9078], [-0.9502, -2.2916, 0.7509]], "homo_energy_ev": -7.88, "total_charge": 0, "gap_ev": 8.68, "relative_energy_ev": 3.293}

=====

Record 4
{"formula": "C6H9N", "method": "ωB97M-V/def2-TZVPD", "species": ["C", "C", "C", "C", "C", "C", "N", "H", "H", "H", "H", "H", "H", "H", "H", "H"], "positions_angstrom": [[0.9270, 0.3256, -0.3986], [-0.8294, -0.4368, -0.6189], [0.4119, -1.1045, -0.4382], [-0.2673, 0.8585, -1.2420], [-1.8884, -0.3773, 0.4123], [1.5933, 0.9042, 0.7760], [1.0212, -2.1081, 0.0025], [-0.6272, 1.9018, -0.9854], [-0.0181, 0.9128, -2.3166], [-1.3556, -0.5287, 1.3875], [-2.5336, -1.2589, 0.1019], [-2.3219, 0.5922, 0.4733], [0.9186, 1.1709, 1.4989], [2.4160, 0.1288, 0.9254], [2.0168, 1.9953, 0.4672], [0.5366, -2.9758, -0.0455]], "homo_energy_ev": -7.75, "total_charge": 0, "gap_ev": 8.43, "relative_energy_ev": 4.411}

=====

Record 5
{"formula": "C6H9N", "method": "ωB97M-V/def2-TZVPD", "species": ["H", "N", "C", "C", "C", "C", "C", "C", "H", "H", "H", "H", "H", "H", "H", "H"], "positions_angstrom": [[-3.3153, 1.0035, -0.0528], [-2.4358, 0.6169, -0.3312], [-1.9497, -0.2061, 0.4955], [-0.5732, -1.0309, -0.1223], [-0.0154, -0.6978, -1.4766], [0.7069, -0.1233, -0.2190], [0.8692, 1.2594, 0.1151], [0.6986, -1.3558, 0.7216], [-2.0447, -0.3610, 1.5835], [0.5636, -1.4018, -2.0529], [-0.7250, -0.0893, -1.9736], [0.0228, 1.7871, -0.3555], [1.9097, 1.7294, -0.0001], [0.7840, 1.5539, 1.2730], [0.5149, -1.1006, 1.7873], [1.2674, -2.2194, 0.4091]], "smiles": "[H]/N=C/[C@]12C[C@]1(C)C2", "homo_energy_ev": -8.31, "total_charge": 0, "gap_ev": 9.32, "relative_energy_ev": 4.260}

=====

Record 6
{"formula": "C6H9N", "method": "ωB97M-V/def2-TZVPD", "species": ["C", "C", "C", "N", "C", "C", "C", "H", "H", "H", "H", "H", "H", "H", "H", "H"], "positions_angstrom": [[1.5198, 2.0982, -0.4066], [0.5727, 0.9497, -0.2974], [-0.6320, 0.8924, -0.9238], [-1.2308, -0.3257, -0.6013], [-0.4148, -0.9950, 0.2655], [-0.9525, -2.2334, 0.9183], [0.7063, -0.2464, 0.5001], [1.5530, 2.5192, -1.4108], [1.2940, 2.8549, 0.3435], [2.5476, 1.7547, -0.2468], [-1.0361, 1.4774, -1.7285], [-2.1729, -0.5736, -0.8507], [-1.7703, -2.6767, 0.3554], [-0.1663, -2.9586, 1.1162], [-1.3693, -1.9520, 1.8915], [1.5514, -0.5851, 1.0755]], "smiles": "Cc1c[nH]c(C)c1", "homo_energy_ev": -7.87, "total_charge": 0, "gap_ev": 8.92, "relative_energy_ev": 0.234}

=====

Record 7
{"formula": "C6H9N", "method": "ωB97M-V/def2-TZVPD", "species": ["C", "C", "C", "C", "N", "C", "C", "H", "H", "H", "H", "H", "H", "H", "H", "H"], "positions_angstrom": [[3.1875, 0.6187, 0.1599], [1.9048, -0.0434, -0.0272], [0.8067, -0.4372, -0.3251], [-0.4422, -1.1434, -0.5837], [-1.5759, -0.8055, 0.2904], [-2.6413, 0.0511, -0.2019], [-1.7151, 0.5254, 0.8528], [3.8242, 0.4140, -0.7050], [3.7133, 0.2925, 1.0607], [3.0238, 1.6982, 0.2208], [-0.7424, -1.0941, -1.6368], [-0.1164, -2.1804, -0.4304], [-3.6533, -0.2672, 0.0455], [-2.5433, 0.5154, -1.1855], [-0.9973, 1.2965, 0.5719], [-2.0331, 0.5593, 1.8937]], "smiles": "CC#CCN1CC1", "homo_energy_ev": -8.84, "total_charge": 0, "gap_ev": 9.86, "relative_energy_ev": 3.417}

=====

Record 8
{"formula": "C6H9N", "method": "ωB97M-V/def2-TZVPD", "species": ["C", "C", "C", "C", "C", "C", "N", "H", "H", "H", "H", "H", "H", "H", "H", "H"], "positions_angstrom": [[0.5470, -1.3317, 1.2712], [0.1729, -0.4215, 0.1381], [1.0570, 0.2508, -0.7520], [0.4719, 1.2460, 0.7350], [0.1514, 0.5786, -1.8672], [-1.0880, 0.0764, -1.6357], [-1.0971, -0.5725, -0.4196], [1.5852, -1.1500, 1.5554], [0.4622, -2.3664, 0.9256], [-0.1050, -1.1950, 2.1424], [1.1274, 1.1125, 1.5930], [-0.5699, 1.3524, 1.0634], [0.7422, 2.1574, 0.2077], [0.4529, 1.0649, -2.7901], [-1.9925, 0.0959, -2.2344], [-1.9177, -0.8979, 0.0670]], "homo_energy_ev": -7.76, "total_charge": 0, "gap_ev": 8.66, "relative_energy_ev": 3.792}

=====

Record 9
{"formula": "C6H9N", "method": "ωB97M-V/def2-TZVPD", "species": ["H", "N", "C", "C", "C", "C", "C", "C", "H", "H", "H", "H", "H", "H", "H", "H"], "positions_angstrom": [[3.4953, -1.1304, 0.0292], [2.8115, -0.4597, 0.1932], [1.6854, -0.9549, -0.0602], [0.2347, -0.1279, -0.0486], [-0.9964, -1.0100, 0.0466], [-2.2174, -0.5174, 0.1017], [0.1491, 1.1932, -0.8122], [0.1877, 1.2757, 0.6360], [1.5085, -1.9111, -0.5953], [-0.5941, -1.9686, -0.1707], [-3.0617, -1.1777, -0.0457], [-2.2941, 0.5649, -0.0089], [-0.7478, 1.2958, -1.4594], [1.0957, 1.6926, -1.2199], [1.1324, 1.5532, 0.9566], [-0.7154, 1.4776, 1.2202]], "smiles": "[H]/N=C/C1(C=C)CC1", "homo_energy_ev": -9.17, "total_charge": 0, "gap_ev": 10.19, "relative_energy_ev": 3.263}

=====

Record 10
{"formula": "C6H9N", "method": "ωB97M-V/def2-TZVPD", "species": ["C", "C", "C", "C", "C", "C", "N", "H", "H", "H", "H", "H", "H", "H", "H", "H"], "positions_angstrom": [[-2.2455, -0.4801, -0.7392], [-1.9230, -0.7498, 0.8176], [-1.1514, 0.4393, 0.3981], [0.8147, -0.7902, -1.0161], [1.5501, 1.3681, 0.3413], [0.8212, 0.0496, 0.2505], [-1.8872, 0.7828, -0.6835], [-2.8288, -0.3986, 1.2655], [-1.5767, -1.7316, 0.9401], [1.6435, -1.5586, -0.9209], [0.9082, -0.1660, -1.8954], [-0.1556, -1.2577, -0.9425], [2.6211, 1.0604, 0.5790], [1.1800, 2.0513, 1.1935], [1.3003, 1.9056, -0.6738], [0.9291, -0.5248, 1.0860]], "homo_energy_ev": [-8.59, -8.59], "total_charge": 0, "gap_ev": [8.90, 8.90], "relative_energy_ev": 6.535}

=====

Record 11
{"formula": "C6H9N", "method": "ωB97M-V/def2-TZVPD", "species": ["C", "C", "C", "N", "C", "C", "C", "H", "H", "H", "H", "H", "H", "H", "H", "H"], "positions_angstrom": [[-0.0111, 1.2948, 1.2754], [-0.0918, 0.4866, -0.0169], [-0.4510, 1.3548, -1.1454], [-0.7302, 2.0494, -2.0298], [1.1368, -0.4156, -0.3469], [0.1864, -1.6036, -0.6105], [-0.9743, -0.7978, 0.0108], [-0.9725, 1.7619, 1.5098], [0.7452, 2.0826, 1.1981], [0.2620, 0.6317, 2.1041], [1.7619, -0.5566, 0.5415], [1.7656, -0.0906, -1.1792], [0.0463, -1.8096, -1.6749], [0.4371, -2.5431, -0.1146], [-1.9028, -0.7548, -0.5617], [-1.2074, -1.0899, 1.0401]], "smiles": "CC1(C#N)CCC1", "homo_energy_ev": -11.06, "total_charge": 0, "gap_ev": 11.90, "relative_energy_ev": 0.970}

=====

Record 12
{"formula": "C6H9N", "method": "ωB97M-V/def2-TZVPD", "species": ["C", "C", "C", "N", "C", "C", "C", "H", "H", "H", "H", "H", "H", "H", "H", "H"], "positions_angstrom": [[1.3194, -1.6089, -1.5245], [0.8414, -0.6381, -0.4885], [1.0472, -0.6530, 0.8691], [0.1970, 0.2663, 1.4400], [-0.5586, 0.8724, 0.4665], [-1.8036, 1.6518, 0.7505], [-0.1448, 0.3581, -0.7339], [1.8753, -2.4365, -1.0753], [1.9422, -1.1449, -2.2975], [0.4461, -2.0375, -2.0322], [1.6802, -1.2734, 1.4908], [0.1839, 0.5043, 2.4189], [-1.6685, 2.7084, 1.0037], [-2.4352, 1.5960, -0.1405], [-2.3654, 1.1731, 1.5608], [-0.5455, 0.6321, -1.7024]], "smiles": "Cc1c[nH]c(C)c1", "homo_energy_ev": -7.83, "total_charge": 0, "gap_ev": 8.89, "relative_energy_ev": 0.231}

=====

Record 13
{"formula": "C6H9N", "method": "ωB97M-V/def2-TZVPD", "species": ["C", "C", "C", "N", "C", "C", "C", "H", "H", "H", "H", "H", "H", "H", "H", "H"], "positions_angstrom": [[0.8001, -1.8275, 0.0639], [-0.2035, -0.6999, 0.0706], [-1.5191, -0.7513, 0.4582], [-2.0101, 0.5204, 0.4142], [-1.0481, 1.3924, 0.0160], [0.1095, 0.6681, -0.1429], [1.4694, 1.1949, -0.4913], [1.5667, -1.5837, 0.7972], [0.2820, -2.7569, 0.2636], [1.3029, -1.9033, -0.8903], [-2.1972, -1.5561, 0.6758], [-2.9277, 0.8357, 0.6771], [-1.0676, 2.4387, -0.2134], [1.9293, 1.5902, 0.4100], [1.4094, 2.0231, -1.1985], [2.1041, 0.4153, -0.9102]], "smiles": "Cc1c[nH]cc1C", "homo_energy_ev": -7.95, "total_charge": 0, "gap_ev": 9.01, "relative_energy_ev": 0.339}

=====

Record 14
{"formula": "C6H9N", "method": "ωB97M-V/def2-TZVPD", "species": ["C", "N", "C", "C", "C", "C", "C", "H", "H", "H", "H", "H", "H", "H", "H", "H"], "positions_angstrom": [[1.9397, 0.4505, -0.0030], [0.8736, -0.3759, -0.5284], [0.1160, -1.0909, 0.4648], [-1.1274, -0.2617, 0.8693], [-1.0892, 1.0054, 0.0292], [-0.4258, 0.1169, -1.0545], [-1.1073, -1.1219, -0.3715], [2.5015, 0.9234, -0.8136], [2.6044, -0.2520, 0.5171], [1.6431, 1.2108, 0.7368], [0.6055, -1.8097, 1.1164], [-1.6762, -0.4473, 1.7874], [-0.5539, 1.8950, 0.3829], [-2.0992, 1.2873, -0.2900], [-0.4621, 0.3887, -2.1112], [-1.7426, -1.9188, -0.7316]], "homo_energy_ev": -8.35, "total_charge": 0, "gap_ev": 9.52, "relative_energy_ev": 3.330}

=====

Record 15
{"formula": "C6H9N", "method": "ωB97M-V/def2-TZVPD", "species": ["C", "C", "C", "C", "C", "C", "N", "H", "H", "H", "H", "H", "H", "H", "H", "H"], "positions_angstrom": [[2.7136, 0.7272, 1.8368], [1.7903, 0.1164, 0.8782], [1.0178, -0.3819, 0.0982], [0.0250, -0.9590, -0.8170], [-1.3799, -0.5272, -0.4499], [-1.9645, 0.7130, -0.9993], [-2.3731, -0.5946, -1.5132], [2.8478, 1.7935, 1.6249], [3.6980, 0.2481, 1.8022], [2.3265, 0.6312, 2.8571], [0.0938, -2.0544, -0.8035], [0.2190, -0.6434, -1.8485], [-1.6900, -0.8080, 0.5562], [-1.3935, 1.3142, -1.7021], [-2.6478, 1.2822, -0.3732], [-3.2830, -0.8575, -1.1470]], "smiles": "CC#CC[C@H]1CN1", "homo_energy_ev": -9.40, "total_charge": 0, "gap_ev": 10.43, "relative_energy_ev": 2.802}

=====

Record 16
{"formula": "C6H9N", "method": "ωB97M-V/def2-TZVPD", "species": ["C", "C", "C", "C", "C", "N", "C", "H", "H", "H", "H", "H", "H", "H", "H", "H"], "positions_angstrom": [[1.5325, 0.7031, -0.0266], [0.4945, 1.4986, -0.2580], [-0.8884, 0.8760, -0.3995], [-1.4839, 0.0187, 0.7359], [-0.9451, -0.6009, -0.5200], [0.2678, -1.3529, -0.5959], [1.2974, -0.8071, 0.2482], [2.5108, 1.1391, 0.1061], [0.6513, 2.5587, -0.5137], [-1.6111, 1.4741, -0.9704], [-0.8889, -0.0940, 1.6466], [-2.5819, 0.0973, 0.8284], [-1.6239, -0.8905, -1.3006], [0.0558, -2.3426, -0.3922], [2.1742, -1.3979, 0.0630], [1.0391, -0.8797, 1.3488]], "smiles": "C1=C[C@@H]2C[C@@H]2NC1", "homo_energy_ev": -8.42, "total_charge": 0, "gap_ev": 9.49, "relative_energy_ev": 1.981}

=====

Record 17
{"formula": "C6H9N", "method": "ωB97M-V/def2-TZVPD", "species": ["C", "C", "C", "C", "C", "C", "N", "H", "H", "H", "H", "H", "H", "H", "H", "H"], "positions_angstrom": [[-1.7279, -0.9549, 0.3284], [-0.5041, -0.0248, 0.3699], [0.3870, -0.3932, 1.5123], [1.8175, 0.3940, -0.6271], [0.4627, -0.2983, -0.8358], [-0.9287, 1.3915, 0.3266], [-1.2360, 2.5124, 0.3244], [-2.3317, -0.7677, -0.5655], [-2.3589, -0.8015, 1.2099], [-1.3783, -1.9906, 0.3353], [2.2834, 0.0602, 0.3113], [0.7525, 0.5463, 1.9770], [1.6926, 1.4805, -0.5697], [2.5280, 0.1794, -1.4321], [-0.0378, 0.0508, -1.7499], [0.5796, -1.3841, -0.9150]], "homo_energy_ev": -9.55, "total_charge": 0, "gap_ev": 8.59, "relative_energy_ev": 4.404}

=====

Record 18
{"formula": "C6H9N", "method": "ωB97M-V/def2-TZVPD", "species": ["C", "C", "C", "C", "C", "C", "N", "H", "H", "H", "H", "H", "H", "H", "H", "H"], "positions_angstrom": [[2.4788, -0.5374, 0.3957], [1.6745, -0.4769, -0.4990], [0.4250, -0.3712, -1.2217], [-0.5794, -0.0228, 0.0540], [-0.6200, 1.4613, 0.4220], [-0.5886, -0.8680, 1.2776], [-1.7754, -0.7629, 0.3547], [3.3758, -0.6124, 0.9526], [0.5289, 0.4044, -2.0113], [0.2678, -1.3084, -1.7954], [0.3977, 1.8564, 0.4303], [-1.0297, 1.6318, 1.4329], [-1.2434, 2.0390, -0.2684], [-0.2200, -1.8904, 1.3182], [-0.4888, -0.3652, 2.2548], [-2.5818, -0.1591, 0.5507]], "smiles": "C#CC[C@]1(C)CN1", "homo_energy_ev": -9.47, "total_charge": 0, "gap_ev": 10.50, "relative_energy_ev": 3.796}

=====

Record 19
{"formula": "C6H9N", "method": "ωB97M-V/def2-TZVPD", "species": ["C", "C", "C", "C", "C", "C", "N", "H", "H", "H", "H", "H", "H", "H", "H", "H"], "positions_angstrom": [[1.1011, -1.3931, 0.1117], [0.5278, -0.0131, 0.3208], [0.2557, 0.8515, -0.8911], [-0.9016, 0.3906, -1.6751], [-1.8434, 0.0056, -2.3191], [-0.7616, 0.7029, 1.6646], [0.5941, 0.5094, 1.5682], [1.2008, -1.6648, -0.9428], [0.4953, -2.1639, 0.6026], [2.1057, -1.4523, 0.5668], [1.1316, 0.8592, -1.5607], [0.0724, 1.8743, -0.5488], [-2.6877, -0.3336, -2.8796], [-1.1231, 1.6428, 2.0937], [-1.4621, -0.1230, 1.6097], [1.2951, 0.3077, 2.2789]], "homo_energy_ev": [-7.64, -7.64], "total_charge": 0, "gap_ev": [8.59, 8.59], "relative_energy_ev": 5.208}

=====

Record 20
{"formula": "C6H9N", "method": "ωB97M-V/def2-TZVPD", "species": ["C", "C", "C", "C", "C", "C", "N", "H", "H", "H", "H", "H", "H", "H", "H", "H"], "positions_angstrom": [[2.3095, -0.6860, -0.0585], [1.0511, -0.2148, -0.1432], [-0.1800, -1.0014, -0.3486], [-1.2219, -0.1756, -0.1184], [-2.6886, -0.4694, -0.0856], [-0.6163, 1.1499, 0.1033], [0.6698, 1.1360, 0.1316], [3.0942, -0.1085, 0.4239], [2.5853, -1.6572, -0.4738], [-0.2071, -2.0787, -0.4721], [-3.2175, 0.1712, -0.8017], [-3.1324, -0.2881, 0.9037], [-2.8674, -1.5129, -0.3591], [-1.1641, 2.0857, 0.2252], [3.1740, 1.8660, 0.5411], [2.4374, 1.9531, 0.5126]], "smiles": "C=C1C=C(C)C=N1.[H][H]", "homo_energy_ev": -9.25, "total_charge": 0, "gap_ev": 9.04, "relative_energy_ev": 2.571}